Record 1
The following is a DFT calculation (ωB97M-V with the def2-TZVPD basis set) of a molecular structure, C24H28BaClNO4P2S2 at a distorted geometry.

Computed properties:
- energy (a.u.) = -3252.056943
- expectation value of S² = 0.759
- HOMO (spin up / spin down) (eV) = -0.5 / -5.4
- 2S+1 = 2
- orbital gap (spin up / spin down) (eV) = 2.8 / 7.8
- total charge = -1

```
63
Properties=species:S:1:pos:R:3:forces:R:3
Ba -0.49914 2.56547 0.57874 -0.55 -1.16 -1.19
N -2.03366 3.06290 4.01015 -0.15 0.06 -0.06
C -0.73157 3.67521 4.27773 0.07 0.07 0.06
C -0.12746 3.90295 2.90272 0.23 0.29 0.26
O -0.78405 4.60080 2.08319 -0.35 0.38 0.26
O 0.87674 3.24157 2.54382 0.44 -0.01 0.67
H -2.56877 3.68928 3.41762 0.00 0.02 0.05
H -2.56336 2.91930 4.86015 0.06 -0.08 0.00
H -0.09925 2.97539 4.82142 -0.03 0.01 0.02
H -0.78684 4.62209 4.83084 0.02 0.00 -0.05
C -5.69799 -0.64335 -3.77705 -0.02 0.00 -0.03
C -4.92630 -0.65404 -2.47816 -0.01 -0.01 0.09
O -4.78324 0.70138 -2.01433 0.07 -0.02 0.03
P -3.30939 1.21835 -1.64152 0.16 -0.04 0.19
S -3.38280 3.12278 -1.13395 0.06 0.18 -0.13
S -2.42502 0.04352 -0.32724 0.03 -0.03 0.01
O -2.62463 1.00047 -3.09905 -0.19 0.16 -0.13
C -1.54233 1.80282 -3.55289 0.12 -0.07 0.18
C -1.24892 1.42854 -4.98581 0.04 0.00 -0.08
H -5.88949 -1.66420 -4.11324 0.02 -0.02 0.01
H -5.12972 -0.12302 -4.54748 0.02 0.02 -0.01
H -6.65476 -0.13565 -3.65391 -0.01 0.01 0.02
H -3.94633 -1.11624 -2.60811 0.00 0.01 0.00
H -5.44939 -1.21036 -1.69770 -0.02 0.02 -0.03
H -0.66404 1.61741 -2.91885 0.01 0.00 -0.03
H -1.81025 2.85748 -3.45659 -0.02 -0.02 -0.04
H -0.87708 0.40680 -5.06057 -0.02 -0.03 0.04
H -0.49455 2.09832 -5.40092 0.02 0.00 0.01
H -2.15268 1.50629 -5.59059 -0.02 0.04 0.01
Cl -1.05501 -0.57450 2.77436 0.04 -0.03 0.01
C 0.45744 -1.30436 3.27719 -0.13 0.01 0.26
C 0.47186 -1.97404 4.49137 0.04 0.10 -0.07
C 1.64731 -2.56644 4.92441 0.08 -0.02 -0.04
C 2.79291 -2.48043 4.13032 -0.14 0.01 0.12
C 2.75164 -1.81549 2.92096 -0.02 0.09 -0.07
C 1.57351 -1.21185 2.45294 0.01 -0.32 -0.16
P 1.50912 -0.17700 0.92840 0.34 0.25 -0.29
C 3.22595 -0.13673 0.38358 -0.53 0.32 0.08
C 4.03498 0.90781 0.86358 0.29 0.15 -0.02
C 5.36251 0.99657 0.51071 -0.18 0.07 0.10
C 5.92308 0.05065 -0.36460 0.25 0.02 -0.14
C 5.13743 -0.98415 -0.84339 -0.19 -0.01 0.06
C 3.80183 -1.09550 -0.47073 0.24 -0.24 -0.01
C 0.76275 -1.35435 -0.26694 -0.09 -0.01 0.00
C 0.26530 -2.60617 0.07089 -0.04 -0.03 0.02
C -0.33231 -3.41341 -0.88898 -0.01 0.00 -0.03
C -0.42011 -2.98464 -2.20476 -0.03 -0.01 -0.02
C 0.08836 -1.74136 -2.55529 -0.01 0.05 0.02
C 0.66789 -0.93299 -1.59250 0.03 -0.07 -0.04
H -0.43567 -2.01922 5.07828 0.00 -0.02 0.04
H 1.66847 -3.08924 5.87177 0.02 0.00 0.01
H 3.71877 -2.93685 4.45669 0.00 -0.03 0.02
H 3.64621 -1.75665 2.31355 -0.02 0.03 -0.04
H 3.59727 1.66251 1.50946 -0.02 -0.02 0.04
H 5.96311 1.81490 0.88882 0.02 -0.01 0.01
H 6.96157 0.12987 -0.66173 0.00 0.00 0.01
H 5.56406 -1.71820 -1.51745 0.01 -0.02 0.00
H 3.20281 -1.91402 -0.84623 0.01 -0.03 -0.01
H 0.33351 -2.95828 1.09296 0.01 0.01 0.00
H -0.73436 -4.37815 -0.60348 0.00 0.00 0.00
H -0.89044 -3.61048 -2.95413 0.01 -0.01 0.01
H 0.01408 -1.39009 -3.57743 0.01 -0.02 -0.02
H 1.05044 0.05002 -1.86102 0.06 -0.03 0.02
```
Forces are in eV/Å.



Record 2
The following is a DFT calculation (ωB97M-V with the def2-TZVPD basis set) of a molecular structure, C24H28CaN5O2S at a distorted geometry.

Computed properties:
- energy (a.u.) = -2431.419661
- HOMO (eV) = -10.8
- orbital gap (eV) = 8.0
- total charge = +1

```
61
Properties=species:S:1:pos:R:3:forces:R:3
Ca -0.20402 0.01447 0.10610 -0.02 0.09 -2.24
N -0.83946 -2.24432 0.89896 -0.11 -0.43 0.00
C -0.87245 -3.61307 0.33035 0.16 0.17 -0.05
C 0.31844 -3.84420 -0.60402 -0.14 0.12 -0.06
C -0.00253 -3.65921 -2.09045 0.08 0.03 0.07
C -0.62335 -2.32289 -2.46999 0.07 0.02 0.16
N 0.19987 -1.17538 -2.00937 -0.04 -0.20 -0.52
H -0.06028 -2.18427 1.55263 -0.02 -0.02 0.08
H -1.66542 -2.09858 1.47300 -0.01 0.00 0.01
H -1.80817 -3.73035 -0.21613 -0.07 -0.01 -0.01
H -0.86837 -4.36049 1.12152 -0.03 -0.06 0.10
H 0.69862 -4.85580 -0.46607 0.03 -0.01 0.00
H 1.12780 -3.16917 -0.30570 0.03 -0.06 0.02
H -0.69208 -4.44544 -2.40772 0.02 0.00 -0.01
H 0.91640 -3.79939 -2.66890 -0.04 -0.01 -0.01
H -1.61839 -2.23434 -2.02365 0.01 0.04 0.00
H -0.75412 -2.30183 -3.55182 -0.03 0.03 -0.06
H 0.11481 -0.41672 -2.68170 -0.01 -0.04 0.01
H 1.18420 -1.42857 -2.04140 0.02 -0.05 -0.01
O 0.67676 1.44844 3.74780 -0.03 -0.03 -0.12
C 0.11881 0.83823 2.85151 0.28 -0.17 0.15
O 0.65162 0.04789 1.98300 0.42 0.46 1.82
C -1.40021 1.00078 2.70582 -0.11 -0.07 -0.27
C -2.15265 1.53473 3.76797 0.01 0.06 0.07
C -3.50086 1.65391 3.62105 -0.11 0.00 -0.03
C -4.12268 1.22293 2.42321 0.01 0.00 0.01
C -5.52210 1.29009 2.21369 0.01 0.01 0.04
C -6.07318 0.81840 1.05758 -0.04 0.01 0.00
C -5.25081 0.26069 0.05286 -0.01 0.01 0.01
C -3.89739 0.19993 0.22139 0.15 0.02 0.04
C -3.30076 0.68692 1.41076 0.16 -0.03 0.06
N -1.93696 0.60960 1.56103 -0.75 0.24 0.73
H -1.62968 1.83188 4.66539 0.00 0.02 -0.02
H -4.11675 2.06360 4.41344 0.03 -0.01 0.00
H -6.14532 1.71862 2.99043 0.02 -0.04 -0.03
H -7.14469 0.86164 0.90761 0.05 0.01 0.00
H -5.70252 -0.11858 -0.85492 0.02 0.00 0.02
H -3.25784 -0.22304 -0.54747 -0.05 0.00 0.00
S 2.40852 0.83160 -0.69663 0.18 0.07 0.04
C 2.60964 1.99001 0.54643 0.15 0.12 -0.08
N 3.39892 1.69539 1.60861 -0.18 0.05 0.07
C 3.66922 2.53779 2.63071 0.06 -0.16 0.00
C 3.17314 3.80230 2.62253 -0.12 0.08 0.11
C 2.34490 4.17226 1.55613 -0.08 -0.01 -0.14
C 2.06356 3.28737 0.54239 0.02 0.03 0.06
H 3.75174 0.75032 1.63555 0.04 -0.12 0.04
H 4.28396 2.14699 3.42811 -0.01 -0.05 -0.05
H 3.38381 4.47672 3.43937 0.02 -0.04 -0.05
H 1.92234 5.16984 1.53194 0.01 -0.05 -0.03
H 1.43813 3.56205 -0.29262 -0.04 0.04 -0.01
C -2.05418 3.57067 -3.51631 -0.04 0.03 -0.02
C -2.73505 3.41670 -2.31925 -0.01 0.03 -0.06
C -2.14961 2.66801 -1.31354 0.16 -0.02 0.03
N -0.95984 2.06463 -1.44168 -0.08 -0.06 -0.06
C -0.30056 2.24432 -2.59751 -0.05 -0.01 0.14
C -0.80460 2.98529 -3.65094 -0.03 0.06 -0.02
H -2.48589 4.14585 -4.32674 0.03 -0.02 0.05
H -3.70576 3.86665 -2.16119 0.03 0.01 0.01
H -2.64857 2.55808 -0.35863 0.01 -0.07 -0.03
H 0.68564 1.79478 -2.65631 -0.03 0.01 0.03
H -0.22154 3.10859 -4.55329 -0.01 -0.04 0.01
```
Forces are in eV/Å.



Record 3
The following is a DFT calculation (ωB97M-V with the def2-TZVPD basis set) of a molecular structure, C24H28CrN2O5Si2.

Computed properties:
- energy (a.u.) = -3040.662738
- expectation value of S² = 6.199
- HOMO (spin up / spin down) (eV) = 0.4 / -1.2
- 2S+1 = 5
- orbital gap (spin up / spin down) (eV) = 4.4 / 6.0
- relative energy (zero: lowest compared OMol25 entry of this formula, charge and spin) (eV) = 0.000
- total charge = -2

```
62
Properties=species:S:1:pos:R:3:forces:R:3
Cr -0.28636 0.26051 0.15023 -0.13 -0.14 -0.34
O 3.08271 0.66873 2.29173 0.04 0.01 -0.01
C 2.45372 0.26724 1.32317 -0.20 -0.11 -0.25
O 1.55722 0.91039 0.65777 0.17 0.30 0.46
C 2.75588 -1.12697 0.74221 -0.02 0.00 0.02
C 2.57159 -1.12503 -0.78294 0.10 -0.06 0.05
C 3.21337 -2.36835 -1.40730 -0.04 -0.01 -0.01
C 2.20529 -3.46982 -0.99330 -0.02 0.00 -0.02
C 1.17470 -2.65034 -0.20796 0.03 -0.04 0.04
O 1.16524 -1.40346 -0.93036 -0.05 -0.01 -0.02
C 1.75030 -2.25424 1.16185 0.05 0.02 0.07
C 0.61851 -1.85758 2.12351 0.10 -0.07 -0.17
O 0.56841 -2.38943 3.22801 0.00 -0.02 0.03
O -0.24679 -1.04629 1.64340 -0.09 0.01 0.22
H 3.76630 -1.41043 1.03600 0.03 0.07 -0.02
H 2.80464 -0.18431 -1.26903 0.07 -0.08 0.01
H 4.22137 -2.53965 -1.02765 -0.01 0.01 0.01
H 3.26562 -2.26459 -2.49114 0.01 0.00 0.00
H 2.65006 -4.25410 -0.37976 -0.01 0.00 0.00
H 1.74362 -3.93313 -1.86614 0.00 0.00 0.00
H 0.16844 -3.05514 -0.17218 -0.02 0.01 -0.02
H 2.28253 -3.08155 1.63023 -0.01 -0.02 -0.04
C -2.72624 0.36736 2.87400 -0.01 0.01 0.01
Si -2.30582 1.22863 1.23667 0.14 0.05 0.01
C -2.23629 3.08637 1.65968 -0.04 0.01 0.02
C -3.89701 1.00327 0.19710 -0.04 0.02 -0.02
C -5.08369 1.71493 0.39672 0.01 -0.01 0.00
C -6.20776 1.47667 -0.38232 0.00 -0.01 -0.01
C -6.16156 0.50780 -1.37932 -0.01 0.00 0.00
C -4.99136 -0.21040 -1.58409 0.02 0.01 0.00
C -3.85027 0.02565 -0.81255 -0.02 -0.05 0.02
Si -2.18747 -0.90102 -1.00867 0.03 -0.04 -0.01
C -2.58221 -2.67937 -0.41305 -0.08 0.02 -0.04
C -1.95042 -1.14043 -2.88711 -0.03 -0.03 0.00
H -3.61958 0.80701 3.33300 0.00 0.00 0.00
H -1.88860 0.43494 3.57102 0.00 0.01 0.00
H -2.90511 -0.69581 2.70150 0.00 0.00 0.00
H -3.16428 3.43100 2.13116 0.01 0.01 0.00
H -2.05971 3.68765 0.76436 0.00 -0.01 0.00
H -1.41507 3.27528 2.35595 0.01 -0.01 -0.01
H -5.13067 2.47618 1.17083 0.00 0.00 0.00
H -7.11753 2.04599 -0.21933 0.00 0.00 0.00
H -7.03453 0.32120 -1.99705 0.00 0.00 0.00
H -4.96257 -0.96086 -2.37004 -0.01 0.00 0.00
H -3.55687 -3.01324 -0.78789 -0.01 0.03 0.01
H -2.59034 -2.73944 0.67765 0.02 -0.01 0.00
H -1.83598 -3.38519 -0.79016 0.01 -0.01 0.03
H -2.80633 -1.65152 -3.34447 0.01 -0.01 -0.01
H -1.05831 -1.75002 -3.06042 0.00 0.00 -0.02
H -1.80667 -0.18482 -3.39640 0.01 0.01 0.02
N 3.40191 2.85113 -4.36097 0.00 -0.02 -0.01
C 2.36804 2.71651 -3.84931 0.00 0.03 0.02
C 1.09154 2.57953 -3.26463 0.01 -0.04 0.02
C -0.09325 3.17477 -3.85435 -0.01 0.01 -0.03
C -1.28276 2.97888 -3.17102 0.02 0.01 -0.02
C -1.33900 2.23839 -2.01098 -0.04 -0.04 0.06
N -0.20315 1.63307 -1.46106 0.10 0.01 -0.11
C 0.94360 1.84006 -2.08973 -0.10 0.07 0.02
H -0.03610 3.74780 -4.76862 0.01 0.00 0.00
H -2.20464 3.40764 -3.54924 -0.01 0.00 0.01
H -2.26676 2.07395 -1.48588 0.00 0.02 -0.02
H 1.81809 1.40815 -1.62216 -0.03 0.06 -0.01
```
Forces are in eV/Å.



Record 4
The following is a DFT calculation (ωB97M-V with the def2-TZVPD basis set) of a molecular structure, C24H28IrN5S2 at a distorted geometry.

Computed properties:
- energy (a.u.) = -2105.289189
- HOMO (eV) = -13.1
- orbital gap (eV) = 6.3
- total charge = +2

```
60
Properties=species:S:1:pos:R:3:forces:R:3
Ir -0.27196 -0.27523 -0.05369 0.23 0.15 0.20
C 2.24034 -1.45345 -1.20846 0.00 -0.04 0.02
N 1.90233 -0.44387 -0.16123 0.19 0.07 -0.13
C 2.85812 0.67059 -0.47982 -0.17 0.18 -0.07
C 2.28083 -0.79715 1.23364 -0.10 0.04 0.03
C 3.51791 -1.31820 1.56425 -0.11 -0.15 -0.02
C 3.84108 -1.50413 2.90038 0.01 -0.04 -0.01
C 2.93424 -1.13782 3.88468 0.00 -0.02 0.04
C 1.71119 -0.57079 3.55912 -0.02 0.03 0.05
C 1.38706 -0.36339 2.22059 0.20 0.29 -0.27
N 0.27552 0.31500 1.73103 -0.91 -0.61 0.14
C -0.39579 1.45676 2.16710 0.36 0.18 -0.32
C -0.61445 1.83742 3.48904 0.06 -0.03 0.03
C -1.18287 3.07428 3.75882 -0.04 0.02 0.02
C -1.54126 3.94093 2.73609 -0.05 0.01 0.03
C -1.34575 3.56382 1.41571 -0.13 -0.14 0.02
C -0.81931 2.31684 1.14228 0.03 -0.20 0.07
N -0.48007 1.87636 -0.23509 0.08 0.15 -0.09
C 0.63621 2.80089 -0.62084 0.17 -0.16 -0.07
C -1.50633 2.17678 -1.28087 -0.04 -0.09 0.07
H 3.25180 -1.83106 -1.06799 0.00 0.00 -0.01
H 1.54250 -2.27398 -1.22863 -0.02 -0.07 0.03
H 2.20159 -0.94680 -2.17109 -0.03 -0.02 -0.01
H 3.85794 0.23956 -0.50049 0.01 0.05 -0.01
H 2.65120 1.09331 -1.45674 -0.11 0.07 -0.02
H 2.83680 1.41702 0.30173 -0.07 0.10 0.04
H 4.22901 -1.60125 0.79822 0.01 -0.02 0.03
H 4.79431 -1.93730 3.16874 0.00 0.01 0.00
H 3.18178 -1.29076 4.92650 0.00 0.00 0.00
H 1.02898 -0.28340 4.34506 0.03 -0.04 -0.05
H -0.33540 1.18871 4.30565 -0.03 0.03 -0.05
H -1.34459 3.36396 4.78847 0.00 0.00 0.00
H -1.97607 4.90420 2.96283 0.01 0.00 0.00
H -1.62624 4.24197 0.61958 0.00 0.01 0.03
H 0.21749 3.80422 -0.68584 0.05 0.01 -0.02
H 1.39524 2.80703 0.14646 0.13 -0.05 0.05
H 1.03508 2.53385 -1.59422 0.08 -0.09 0.01
H -1.88742 3.18922 -1.16369 0.00 0.00 -0.01
H -1.01270 2.11444 -2.24887 -0.03 -0.05 -0.01
H -2.32353 1.47424 -1.26889 -0.18 -0.10 0.12
C -3.71517 1.33755 1.32675 0.11 -0.02 -0.09
C -3.53085 0.12275 0.47257 0.01 0.14 0.06
N -2.42915 -0.53166 0.10655 0.07 0.16 0.32
C -2.77527 -1.73386 -0.49257 0.08 -0.09 -0.36
C -4.09518 -1.92075 -0.72263 0.05 0.07 0.08
S -4.95922 -0.62021 -0.06209 -0.10 -0.07 0.02
C -1.74237 -2.75145 -0.59470 -0.17 0.13 -0.31
C -1.93236 -4.03593 -0.97353 0.08 0.02 0.10
S -0.58701 -4.95577 -0.50338 -0.06 -0.07 -0.01
C 0.17957 -3.58688 0.14648 0.12 -0.09 0.04
N -0.50565 -2.46033 -0.03551 0.13 0.07 0.36
C 1.46152 -3.83992 0.87230 -0.07 0.12 0.02
H -2.96314 1.38993 2.10622 0.06 0.02 0.01
H -4.68887 1.27779 1.81077 -0.03 -0.01 -0.06
H -3.69846 2.25585 0.74121 0.08 0.01 0.01
H -4.58574 -2.78194 -1.14368 0.00 0.02 -0.04
H -2.81285 -4.48455 -1.40162 0.02 0.01 -0.03
H 1.36782 -4.76888 1.43350 -0.01 -0.03 -0.05
H 1.67987 -3.04949 1.57714 0.00 0.05 0.04
H 2.29640 -3.95745 0.18142 0.04 0.06 0.02
```
Forces are in eV/Å.



- Which value of total charge does entry 1 give?
  -1